Model one:
The following is a DFT calculation (ωB97M-V/def2-TZVPD) of the molecule C2H6P2.

The structure (SMILES) is [H]/P=C(/C)P. For the HOMO-LUMO gap (alpha / beta), the calculation gives 8.070 / 6.717 eV. The net charge is 0. The HOMO energy (alpha / beta) comes out at -8.35 / -7.67 eV.

CARTESIAN COORDINATES (ANGSTROEM)
H  -2.720  0.146  -1.009
P  -2.276  1.156  -0.083
C  -0.262  0.308  0.055
C  0.977  0.778  0.771
P  -0.378  -1.410  -0.262
H  1.339  -0.165  1.207
H  0.681  1.499  1.475
H  1.662  1.174  -0.014
H  0.763  -1.664  -1.204
H  -1.473  -1.334  -1.188

Mulliken population analysis, charges in e, atoms 1 to 5:
1 H -0.020
2 P 0.077
3 C -0.027
4 C -0.829
5 P -0.113

***

Model two:
The following is a DFT calculation (ωB97M-V/def2-TZVPD) of the molecule C2H6P2.

The structure (SMILES) is [H]/P=C/CP. For the HOMO-LUMO gap, the calculation gives 9.164 eV. The net charge is 0. The HOMO energy comes out at -9.03 eV.

CARTESIAN COORDINATES (ANGSTROEM)
H  -3.404  0.084  -0.935
P  -2.648  -0.639  0.071
C  -1.179  0.158  -0.220
C  0.026  -0.068  0.581
P  1.417  -1.127  -0.054
H  -1.018  0.902  -1.090
H  0.333  1.017  0.663
H  -0.125  -0.302  1.608
H  2.306  -0.885  1.044
H  2.267  -0.278  -0.835

Mulliken population analysis, charges in e, atoms 1 to 5:
1 H 0.009
2 P -0.124
3 C -0.226
4 C -0.584
5 P -0.084

***

Relative to the most stable structure, the computed energies are model one 0.0734; model two 0.0000, all in hartree.

***

Model one:
The following is a DFT calculation (ωB97M-V/def2-TZVPD) of the molecule C3H4ClFO.

The structure (SMILES) is O[C@H]1[C@@H](F)[C@@H]1Cl. For the HOMO-LUMO gap, the calculation gives 10.454 eV. The net charge is 0. The HOMO energy comes out at -10.03 eV.

CARTESIAN COORDINATES (ANGSTROEM)
O  -0.466  -1.603  0.826
C  -0.619  -0.241  0.319
C  0.542  0.686  0.544
F  1.775  -0.023  0.570
C  -0.051  0.326  -1.014
Cl  -1.402  1.081  -2.179
H  0.487  -1.636  1.129
H  -1.588  0.143  0.467
H  0.873  1.728  0.856
H  0.448  -0.462  -1.518

Mulliken population analysis, charges in e, atoms 1 to 5:
1 O -0.522
2 C -0.028
3 C -0.034
4 F -0.286
5 C -0.323

***

Model two:
The following is a DFT calculation (ωB97M-V/def2-TZVPD) of the molecule C3H4ClFO.

The structure (SMILES) is OC/C(Cl)=C\F. For the HOMO-LUMO gap, the calculation gives 10.332 eV. The net charge is 0. The HOMO energy comes out at -9.59 eV.

CARTESIAN COORDINATES (ANGSTROEM)
O  -1.352  -1.269  -0.824
C  -0.449  -0.834  0.208
C  0.532  0.153  -0.264
Cl  1.495  -0.517  -1.515
C  0.778  1.397  0.250
F  -0.049  1.710  1.328
H  -1.963  -0.578  -1.089
H  -0.850  -0.503  1.255
H  0.267  -1.745  0.507
H  1.592  2.186  0.143

Mulliken population analysis, charges in e, atoms 1 to 5:
1 O -0.476
2 C -0.405
3 C 0.289
4 Cl -0.174
5 C -0.151

***

Relative to the most stable structure, the computed energies are model one 0.0494; model two 0.0000, all in hartree.

***

Model one:
The following is a DFT calculation (ωB97M-V/def2-TZVPD) of the molecule C3H4ClFO.

The structure (SMILES) is C[C@]1(F)O[C@H]1Cl. For the HOMO-LUMO gap, the calculation gives 11.542 eV. The net charge is 0. The HOMO energy comes out at -10.64 eV.

CARTESIAN COORDINATES (ANGSTROEM)
C  -1.414  -0.319  -0.231
C  0.171  -0.347  0.104
F  0.738  -1.377  -0.559
O  0.765  -0.095  1.358
C  1.110  0.737  0.314
Cl  2.615  0.595  -0.439
H  -1.801  -0.961  0.472
H  -1.557  -0.754  -1.175
H  -1.622  0.726  -0.346
H  0.994  1.796  0.501

Mulliken population analysis, charges in e, atoms 1 to 5:
1 C -1.071
2 C 0.814
3 F -0.278
4 O -0.425
5 C -0.188

***

Model two:
The following is a DFT calculation (ωB97M-V/def2-TZVPD) of the molecule C3H4ClFO.

The structure (SMILES) is F[C@@H](Cl)[C@H]1CO1. For the HOMO-LUMO gap, the calculation gives 11.793 eV. The net charge is 0. The HOMO energy comes out at -10.93 eV.

CARTESIAN COORDINATES (ANGSTROEM)
F  0.551  -1.985  0.750
C  0.469  -1.036  -0.283
Cl  -0.094  -1.910  -1.731
C  -0.530  0.099  0.135
C  -0.176  1.422  0.538
O  -0.227  1.180  -0.945
H  1.644  -0.873  -0.463
H  -1.477  -0.342  0.099
H  -1.124  1.768  1.039
H  0.965  1.677  0.860

Mulliken population analysis, charges in e, atoms 1 to 5:
1 F -0.264
2 C 0.134
3 Cl -0.152
4 C -0.158
5 C -0.315

***

Model three:
The following is a DFT calculation (ωB97M-V/def2-TZVPD) of the molecule C3H4ClFO.

The structure (SMILES) is CO/C=C(/F)Cl. For the HOMO-LUMO gap, the calculation gives 9.591 eV. The net charge is 0. The HOMO energy comes out at -8.74 eV.

CARTESIAN COORDINATES (ANGSTROEM)
C  -0.479  -1.399  0.790
O  -0.706  -0.334  -0.202
C  0.398  0.379  -0.466
C  0.342  1.644  -0.847
F  1.395  2.322  -1.252
Cl  -1.040  2.571  -0.732
H  -0.085  -0.967  1.771
H  0.262  -2.109  0.438
H  -1.432  -1.962  0.972
H  1.344  -0.145  -0.473

Mulliken population analysis, charges in e, atoms 1 to 5:
1 C -0.647
2 O -0.329
3 C -0.119
4 C 0.324
5 F -0.233

***

Relative to the most stable structure, the computed energies are model one 0.0032; model two 0.0463; model three 0.0000, all in hartree.

***

Model one:
The following is a DFT calculation (ωB97M-V/def2-TZVPD) of the molecule C5H8BrCl.

The structure (SMILES) is CC1(C)C[C@@]1(Cl)Br. For the HOMO-LUMO gap, the calculation gives 10.466 eV. The net charge is 0. The HOMO energy comes out at -9.77 eV.

CARTESIAN COORDINATES (ANGSTROEM)
C  1.055  0.979  0.639
C  0.185  0.010  0.004
C  0.378  -1.445  0.523
C  -0.309  0.163  -1.479
C  -1.216  0.372  -0.231
Cl  -1.814  1.998  0.118
Br  -2.729  -0.867  0.051
H  1.053  0.799  1.699
H  0.912  2.044  0.536
H  2.122  0.813  0.315
H  1.368  -1.779  0.564
H  -0.118  -1.993  -0.218
H  -0.145  -1.616  1.422
H  -0.212  1.162  -1.930
H  -0.530  -0.641  -2.014

Mulliken population analysis, charges in e, atoms 1 to 5:
1 C -1.660
2 C 1.344
3 C -1.618
4 C -1.141
5 C 0.325

***

Model two:
The following is a DFT calculation (ωB97M-V/def2-TZVPD) of the molecule C5H8BrCl.

The structure (SMILES) is C=C(Cl)C(C)(C)Br. For the HOMO-LUMO gap, the calculation gives 10.250 eV. The net charge is 0. The HOMO energy comes out at -9.58 eV.

CARTESIAN COORDINATES (ANGSTROEM)
C  0.268  -2.111  -1.166
C  0.536  -1.135  -0.286
Cl  2.015  -0.903  0.503
C  -0.409  0.222  0.131
C  -0.049  0.644  1.587
C  -0.194  1.411  -0.827
Br  -2.364  -0.460  -0.015
H  1.041  -2.980  -1.341
H  -0.748  -2.082  -1.621
H  -0.784  1.253  2.141
H  0.918  1.076  1.542
H  -0.010  -0.224  2.251
H  -0.030  2.213  -0.065
H  0.740  1.505  -1.282
H  -0.931  1.572  -1.551

Mulliken population analysis, charges in e, atoms 1 to 5:
1 C -0.617
2 C 0.404
3 Cl -0.188
4 C 0.544
5 C -1.742

***

Relative to the most stable structure, the computed energies are model one 0.0000; model two 0.0123, all in hartree.

***

Model one:
The following is a DFT calculation (ωB97M-V/def2-TZVPD) of a cluster of 2 separate species, C5H11NO3S in total.

For the HOMO-LUMO gap, the calculation gives 7.699 eV. The net charge is 0. The HOMO energy comes out at -9.06 eV.

CARTESIAN COORDINATES (ANGSTROEM)
C  -0.075  -0.961  0.239
C  -0.955  0.325  0.508
C  -0.159  1.578  0.175
C  0.753  0.962  -0.996
C  0.455  -0.577  -1.125
H  -0.516  -2.928  -0.031
H  -0.992  -2.288  1.524
H  0.953  -0.998  0.824
H  -1.792  0.381  -0.215
H  -1.177  -0.895  2.208
H  -0.807  2.408  -0.107
H  0.023  1.856  2.118
H  1.754  0.913  -0.581
H  -0.389  1.963  -2.201
H  -0.299  -0.523  -2.005
H  2.379  -1.808  -0.038
N  -0.875  -2.072  0.505
O  -1.453  0.636  1.738
O  0.570  1.764  1.197
O  0.661  1.736  -2.101
S  1.941  -1.471  -1.636

Mulliken population analysis, charges in e, atoms 1 to 5:
1 C -0.585
2 C 0.520
3 C -0.210
4 C -0.393
5 C 0.031

***

Model two:
The following is a DFT calculation (ωB97M-V/def2-TZVPD) of the molecule C5H11NO3S.

For the HOMO-LUMO gap, the calculation gives 8.551 eV. The net charge is 0. The HOMO energy comes out at -8.46 eV.

CARTESIAN COORDINATES (ANGSTROEM)
C  -2.171  1.471  0.206
C  -0.856  -1.084  0.423
C  0.515  -0.561  1.145
C  1.563  -0.402  -0.091
C  1.278  0.803  -0.820
H  -2.561  1.363  1.207
H  -3.112  2.011  -0.148
H  -1.444  2.308  0.211
H  -1.606  -1.138  1.215
H  -0.755  -2.066  -0.052
H  0.747  -1.639  1.750
H  0.366  0.351  1.747
H  2.591  -0.452  0.432
H  1.038  -1.905  -1.739
H  2.899  -1.157  -1.355
H  2.074  1.726  0.761
N  1.891  -1.682  -1.004
O  -3.034  -0.683  -0.978
O  1.738  1.931  -0.155
O  0.568  0.829  -1.953
S  -1.728  -0.023  -0.803

Mulliken population analysis, charges in e, atoms 1 to 5:
1 C -1.033
2 C -1.057
3 C -0.347
4 C -0.227
5 C 0.307

***

Relative to the most stable structure, the computed energies are model one 0.1053; model two 0.0000, all in hartree.

***

Model one:
The following is a DFT calculation (ωB97M-V/def2-TZVPD) of the molecule C12H24N2O4.

The structure (SMILES) is CCOCCCNC(=O)C(=O)NCCCOCC. For the HOMO-LUMO gap, the calculation gives 10.441 eV. The net charge is 0. The HOMO energy comes out at -9.60 eV.

CARTESIAN COORDINATES (ANGSTROEM)
C  -3.127  -2.979  -0.328
C  -4.251  -1.989  -0.627
O  -4.183  -0.796  0.120
C  -3.136  0.077  -0.240
C  -3.380  1.409  0.464
C  -2.329  2.457  0.106
N  -1.010  2.062  0.531
C  0.041  1.923  -0.279
O  0.065  2.138  -1.480
C  1.282  1.435  0.478
O  1.223  1.115  1.653
N  2.364  1.413  -0.302
C  3.645  0.877  0.084
C  4.115  -0.204  -0.889
C  3.134  -1.373  -0.933
O  3.097  -1.970  0.343
C  2.022  -2.857  0.555
C  0.678  -2.157  0.753
H  -3.338  -3.926  -0.818
H  -2.172  -2.608  -0.690
H  -3.056  -3.144  0.744
H  -5.213  -2.429  -0.352
H  -4.265  -1.757  -1.704
H  -3.122  0.223  -1.332
H  -2.162  -0.334  0.063
H  -3.384  1.236  1.541
H  -4.366  1.777  0.181
H  -2.276  2.600  -0.977
H  -2.591  3.411  0.576
H  -0.854  1.811  1.501
H  2.218  1.702  -1.263
H  4.385  1.684  0.128
H  3.521  0.448  1.081
H  4.218  0.212  -1.893
H  5.087  -0.570  -0.558
H  3.457  -2.112  -1.685
H  2.142  -1.005  -1.225
H  2.290  -3.397  1.468
H  1.957  -3.580  -0.273
H  0.316  -1.723  -0.177
H  0.785  -1.363  1.488
H  -0.057  -2.876  1.107

Mulliken population analysis, charges in e, atoms 1 to 5:
1 C -1.041
2 C -0.277
3 O -0.381
4 C -0.014
5 C -0.665

***

Model two:
The following is a DFT calculation (ωB97M-V/def2-TZVPD) of a cluster of 3 separate species, C12H24N2O4 in total.

The structure (SMILES) is CC[C@@H]1COC(=O)C1.CN(C)C=O.CN(C)C=O. For the HOMO-LUMO gap, the calculation gives 10.053 eV. The net charge is 0. The HOMO energy comes out at -9.36 eV.

CARTESIAN COORDINATES (ANGSTROEM)
C  -0.816  1.990  0.352
C  -1.689  1.153  -0.576
C  -3.183  1.458  -0.492
C  -3.559  2.950  -0.535
O  -3.869  3.290  0.810
C  -4.602  2.211  1.262
O  -5.659  2.336  1.834
C  -3.890  0.956  0.786
H  -0.801  3.039  0.077
H  -1.108  1.882  1.392
H  0.209  1.638  0.266
H  -1.382  1.358  -1.600
H  -1.541  0.099  -0.361
H  -3.618  0.904  -1.322
H  -2.770  3.569  -0.935
H  -4.444  3.038  -1.162
H  -4.657  0.220  0.589
H  -3.136  0.613  1.483
C  0.018  -4.956  -1.353
N  0.012  -3.562  -0.961
C  1.072  -2.681  -1.433
C  -0.939  -3.047  -0.171
O  -0.982  -1.881  0.184
H  0.933  -5.442  -1.009
H  -0.038  -5.044  -2.440
H  -0.836  -5.468  -0.916
H  1.613  -2.255  -0.590
H  0.644  -1.862  -2.012
H  1.765  -3.241  -2.055
H  -1.698  -3.785  0.139
C  4.838  2.023  1.045
N  4.128  0.788  0.780
C  3.041  0.387  1.660
C  4.437  -0.009  -0.256
O  3.863  -1.049  -0.513
H  5.305  1.989  2.031
H  4.151  2.871  1.009
H  5.614  2.170  0.296
H  3.261  -0.580  2.113
H  2.113  0.293  1.097
H  2.917  1.132  2.441
H  5.271  0.374  -0.868

Mulliken population analysis, charges in e, atoms 1 to 5:
1 C -1.030
2 C -0.455
3 C 0.482
4 C -0.912
5 O -0.359

***

Relative to the most stable structure, the computed energies are model one 0.0000; model two 0.0276, all in hartree.